DFT (ωB97M-V/def2-TZVPD) results for C11H4ClINO5Pd as an isolated structure in a non-equilibrium geometry.

Total charge   -1
Expectation value of S²   2.03
LUMO level (alpha / beta)   1.31 / -0.14 eV
Largest force on an atom   1.3 eV/Å
Calculated total energy   -47303.486 eV
Spin multiplicity   3
Highest occupied orbital energy (alpha / beta)   -3.0820 / -5.6338 eV

Geometry (Å):
Pd 0.7823 1.7529 0.0000
O 4.4323 3.2550 0.0000
C 3.2507 3.0213 0.0000
O 2.7368 1.8058 0.0000
C 2.1783 4.1543 0.0000
O 2.5086 5.3142 0.0000
O 0.9432 3.7155 0.0000
Cl -2.8363 -4.0077 0.0000
C -2.3778 -2.3240 0.0000
C -3.3395 -1.3586 0.0000
C -3.0353 0.0175 -0.0001
I -4.7844 1.6510 0.0001
C -1.6560 0.3937 0.0000
O -1.2484 1.5912 -0.0001
C -0.6354 -0.6597 0.0000
N 0.6458 -0.2369 0.0000
C 1.6322 -1.1113 0.0000
C 1.3760 -2.4869 0.0000
C 0.0800 -2.9400 0.0000
C -0.9718 -2.0116 0.0000
H -4.3834 -1.6627 0.0000
H 2.6310 -0.6905 0.0000
H 2.2034 -3.1822 0.0000
H -0.1322 -4.0003 0.0000

Cartesian forces, eV/Å:
Pd 0.5 0.6 0.0
O 0.0 -0.1 0.0
C -0.2 0.0 0.0
O 0.2 -0.1 0.0
C -0.1 -0.2 0.0
O -0.1 0.0 0.0
O 0.0 0.2 0.0
Cl 0.0 0.1 0.0
C 0.1 -0.2 0.0
C -0.1 0.3 0.0
C 1.0 -0.7 0.0
I -1.0 0.7 0.0
C -0.1 -0.3 0.0
O -0.2 0.0 0.0
C -0.1 0.1 0.0
N -0.2 -0.3 0.0
C 0.1 -0.1 0.0
C 0.1 0.1 0.0
C -0.1 0.0 0.0
C -0.1 -0.1 0.0
H 0.0 0.0 0.0
H 0.0 0.0 0.0
H 0.0 0.0 0.0
H 0.0 0.0 0.0

=====

DFT (ωB97M-V/def2-TZVPD) results for a 18-piece molecular cluster, C11H58NO17 overall in a non-equilibrium geometry.

Total charge   +1
LUMO level   -2.47 eV
ΔE to the lowest compared entry with this formula, charge and spin   27.8 kcal/mol
Largest force on an atom   11.7 eV/Å
Calculated total energy   -48631.919 eV
Highest occupied orbital energy   -12.6641 eV

Geometry (Å):
C 0.5440 3.4616 -3.0313
C 1.2110 2.5456 -1.9443
C 0.1320 1.6886 -1.2923
C 0.8170 0.5316 -0.6323
N -0.1300 -0.3594 0.1827
C -0.3000 0.1956 1.5827
C -0.5760 -0.9554 2.5727
C 0.2160 -2.1214 1.8817
C 0.6780 -1.5554 0.5357
C -1.2770 -0.8224 -0.5473
C -1.1930 -1.4534 -2.0573
C -2.5250 -1.7664 -2.6233
H 0.0580 2.8916 -3.9053
H 1.3880 3.8386 -3.5373
H -0.1740 4.1786 -2.6403
H 1.7870 3.2506 -1.2933
H 2.0350 1.9736 -2.4523
H -0.7380 1.4456 -1.9263
H -0.2760 2.0426 -0.4633
H 1.7440 0.6946 -0.0023
H 1.1640 0.0106 -1.4003
H -1.2310 0.8136 1.6697
H 0.4720 0.9736 1.8957
H -1.7440 -1.2384 2.7317
H -0.2740 -0.7114 3.4307
H -0.3480 -2.9384 1.8117
H 1.1860 -2.4824 2.2217
H 0.7920 -2.3314 -0.2903
H 1.6680 -1.3494 0.9737
H -2.1730 -0.0834 -0.7293
H -1.8370 -1.3814 0.2807
H -0.7880 -2.4774 -1.7673
H -0.7190 -0.7484 -2.4793
H -3.2340 -0.7794 -2.7403
H -3.1720 -2.4414 -1.8783
H -2.5870 -2.3524 -3.5533
O 4.3270 1.5506 -0.4333
H 4.6340 0.7146 -0.1413
H 4.6440 1.6116 -1.3943
O 4.9070 2.2876 -3.1583
H 4.7620 1.6796 -3.9043
H 5.1920 3.0976 -3.3753
O 4.0570 -2.4554 3.0567
H 3.6020 -1.8754 3.7287
H 4.0320 -2.2744 2.1927
O 1.3170 6.8526 -1.1273
H 1.1860 6.4066 -2.0713
H 0.6150 6.4136 -0.6513
O -4.2740 1.8616 -0.3923
H -5.2970 1.8796 -0.3503
H -4.0830 1.3566 0.5607
O 0.0250 -4.8984 4.1897
H 0.8870 -4.5714 4.4417
H -0.5920 -4.1374 4.4967
O 2.7370 -4.4204 4.3357
H 3.1610 -5.2004 3.9737
H 3.1710 -3.7704 3.7207
O 2.9730 3.4136 1.2277
H 2.3810 4.0226 0.8807
H 3.3960 3.0176 0.5197
O -4.0580 -2.0474 1.7397
H -4.4580 -2.1804 2.6037
H -4.7770 -1.5784 1.1277
O 0.4260 0.3396 5.7677
H 0.4840 1.2826 5.9207
H 1.1280 0.1126 5.1997
O -1.7890 -3.8014 -5.8903
H -2.6120 -3.7154 -5.9243
H -1.8140 -4.5884 -5.4583
O -2.9230 0.1776 4.8717
H -1.9940 0.3666 5.2567
H -3.3580 1.1146 4.7987
O -2.7870 4.5116 -4.3403
H -3.6110 4.9756 -4.5723
H -2.7930 4.4556 -3.3253
O -3.6510 0.5766 2.2327
H -3.7420 -0.3914 1.9987
H -3.5000 0.3866 3.1037
O -0.3870 -5.3294 -1.2673
H -0.8540 -6.2864 -1.2253
H 0.1570 -5.4604 -1.9563
O 1.7620 -4.9334 1.3747
H 1.7800 -5.8114 1.8087
H 0.8810 -4.7734 0.9037
O 1.3320 6.8716 -4.2043
H 2.0780 6.5666 -4.7073
H 0.7210 6.4126 -4.7433

Cartesian forces, eV/Å:
C -0.2 -2.3 -0.9
C -0.4 1.4 -1.4
C 2.0 -1.2 -1.1
C -0.5 0.6 2.2
N 3.9 0.8 0.1
C -3.1 2.5 1.4
C -3.0 -3.0 -7.2
C 1.0 2.2 0.1
C 1.2 -2.4 0.3
C -6.5 0.1 -0.1
C -2.3 -6.3 7.2
C -5.0 0.9 1.3
H 0.2 0.4 1.6
H 0.8 1.6 -0.5
H 0.3 0.2 0.0
H -0.8 -0.8 0.1
H -1.0 0.0 0.5
H 0.8 -0.3 -0.2
H -2.2 3.3 3.3
H -1.4 0.6 -0.5
H 1.5 -3.3 -3.1
H 0.6 -0.3 -0.8
H -0.2 -1.6 -0.9
H 2.9 0.8 -0.9
H 2.6 1.9 6.9
H -2.5 -3.3 -0.3
H -0.5 0.0 1.4
H -0.3 1.3 0.9
H 0.0 1.4 -1.9
H 2.3 0.0 0.7
H 0.7 -0.5 -1.6
H 0.7 1.3 -1.5
H 4.2 4.2 -4.1
H 1.8 -2.2 0.1
H 1.5 1.4 -1.3
H 0.7 0.6 0.2
O 0.0 1.0 -2.3
H 0.6 -1.1 0.6
H -0.6 0.2 1.6
O -2.0 -5.5 1.6
H 0.4 1.0 0.2
H 1.7 4.4 -1.8
O 0.0 -1.1 6.7
H 0.8 -0.4 -2.0
H -0.6 1.9 -4.8
O -0.3 -1.8 -3.1
H 0.7 1.8 2.5
H -0.3 0.0 0.6
O -1.8 -2.2 3.7
H 2.5 0.1 -0.3
H -0.5 2.1 -3.3
O -2.6 2.1 0.6
H 1.0 0.0 0.0
H 1.5 -2.2 -0.7
O 0.8 0.7 -0.8
H -0.1 -0.7 0.4
H -0.6 -0.3 0.7
O -0.1 -0.5 3.3
H -1.6 1.9 -0.9
H 1.6 -1.5 -2.3
O -1.8 1.5 -2.3
H -0.4 -0.1 0.1
H 1.9 -1.9 2.1
O -1.7 0.1 0.9
H 0.2 0.3 0.1
H 1.4 -0.3 -1.0
O 10.1 1.6 -0.8
H -11.3 2.5 -1.3
H 1.2 -4.0 2.1
O 0.8 3.0 0.6
H -2.0 -0.5 -0.9
H 1.3 -2.5 0.6
O -0.3 0.1 2.2
H 0.4 -0.3 0.2
H -0.2 0.2 -2.4
O -0.8 -0.9 -4.0
H 0.2 1.1 -0.5
H 1.0 0.1 4.2
O -4.8 -2.9 3.9
H 1.4 3.4 0.2
H 3.4 -0.4 -4.0
O -1.1 0.3 -0.8
H -0.7 0.8 -0.5
H 1.8 -1.1 1.2
O 0.6 0.1 0.5
H 1.5 0.3 0.1
H -2.2 -0.5 -0.5

=====

DFT (ωB97M-V/def2-TZVPD) results for C11H6BeBrNOSbSe4 as an isolated structure in a non-equilibrium geometry.

Total charge   -1
LUMO level (alpha / beta)   0.23 / 0.31 eV
Largest force on an atom   1.6 eV/Å
Calculated total energy   -353413.237 eV
Highest occupied orbital energy (alpha / beta)   -5.3605 / -5.5728 eV

Geometry (Å):
Be -0.6555 0.5425 -1.5128
Br -1.8709 -1.5512 -1.1264
C -0.5040 -2.0874 0.0837
C -0.5758 -3.3084 0.6697
C 0.4549 -3.6769 1.5716
C 1.4762 -2.8164 1.8350
C 1.5384 -1.5369 1.2185
C 2.5895 -0.6270 1.4940
C 2.6037 0.5952 0.8905
C 1.5824 0.9683 -0.0172
C 0.5383 0.1376 -0.3443
C 0.5316 -1.1379 0.3078
H -1.3946 -3.9825 0.4604
H 0.4166 -4.6473 2.0500
H 2.2603 -3.0986 2.5288
H 3.3684 -0.9146 2.1915
H 3.4047 1.2917 1.1118
H 1.6328 1.9586 -0.4594
Se -2.0532 6.1988 -0.5903
Sb -3.2108 4.1374 -0.0323
Se -3.8806 4.7157 2.1920
Se -5.1755 3.7478 -1.5196
Se -2.0514 2.1333 -0.3331
O -0.1701 1.2158 -5.3753
C -0.3425 0.9888 -4.2210
N -0.5127 0.7538 -3.0737

Cartesian forces, eV/Å:
Be 0.1 0.4 -0.7
Br -0.2 -0.1 -0.1
C 0.1 0.3 -0.1
C 0.2 -0.1 0.2
C -0.2 0.0 -0.1
C 0.1 0.1 0.0
C 0.2 0.0 0.1
C -0.1 -0.1 0.0
C -0.1 0.1 -0.1
C 0.1 0.1 0.1
C 0.2 -0.4 0.4
C -0.2 0.0 -0.1
H 0.0 0.0 0.0
H 0.0 0.0 0.0
H 0.0 0.0 0.0
H 0.0 0.0 0.0
H 0.0 0.0 0.0
H 0.0 0.0 0.0
Se 0.1 0.4 0.1
Sb -0.7 0.7 0.0
Se 0.1 0.2 0.1
Se -0.1 0.0 -0.2
Se 0.6 -1.4 0.3
O -0.1 -0.1 0.4
C 0.1 0.1 -0.5
N -0.1 0.0 0.3

=====

DFT (ωB97M-V/def2-TZVPD) results for C11H6N2O4Ti as an isolated structure in a non-equilibrium geometry.

Total charge   +2
Expectation value of S²   2.01
LUMO level (alpha / beta)   -9.79 / -10.01 eV
ΔE to the lowest compared entry with this formula, charge and spin   0.0 kcal/mol
Largest force on an atom   8.2 eV/Å
Calculated total energy   -45772.108 eV
Spin multiplicity   3
Highest occupied orbital energy (alpha / beta)   -15.8231 / -15.8330 eV

Geometry (Å):
O -0.1124 -3.7068 -2.2957
C -0.1976 -2.5401 -2.3327
Ti -0.2949 -0.4839 -2.2075
O -2.8019 -0.4829 -5.4284
C -2.0594 -0.4911 -4.5389
C 1.6656 -0.4829 -2.6317
O 2.8264 -0.4776 -2.7697
C -0.1870 1.5821 -2.2707
O -0.0971 2.7478 -2.2285
N 1.2270 -1.3407 1.6563
C 1.1074 -1.5498 0.3225
N 0.2711 -0.6155 -0.1934
C -0.1072 0.2518 0.8451
C -0.9114 1.3768 0.8558
C -1.0910 2.0326 2.0981
C -0.4837 1.5508 3.2823
C 0.3283 0.3920 3.2545
C 0.4862 -0.2091 2.0169
H 1.7670 -1.9133 2.3047
H 1.5932 -2.3762 -0.2025
H -1.3751 1.7370 -0.0597
H -1.7188 2.9414 2.1523
H -0.6513 2.0867 4.2315
H 0.8167 -0.0290 4.1394

Cartesian forces, eV/Å:
O -0.3 5.8 -0.3
C 0.2 -7.6 0.1
Ti -2.3 -0.3 0.5
O 3.4 0.0 4.0
C -3.0 0.0 -3.5
C 8.0 -0.2 -1.3
O -5.6 0.0 0.7
C 0.3 8.2 0.3
O -0.4 -6.0 -0.4
N 0.2 -0.3 -1.1
C -0.6 0.8 1.9
N 0.3 -0.4 -1.3
C 0.3 -0.4 0.3
C -0.3 0.7 0.9
C 0.0 -0.2 -0.5
C 0.4 -0.6 -0.1
C -0.5 0.8 0.3
C 0.2 -0.3 0.1
H -0.1 0.2 -0.3
H -0.2 0.4 0.2
H -0.1 0.1 0.4
H 0.5 -0.7 -0.1
H 0.1 -0.4 -0.6
H -0.3 0.4 -0.3

=====

DFT (ωB97M-V/def2-TZVPD) results for C11H6N2O6Rh as an isolated structure in a non-equilibrium geometry.

Total charge   +3
Expectation value of S²   6.08
LUMO level (alpha / beta)   -12.56 / -14.96 eV
Largest force on an atom   11.7 eV/Å
Calculated total energy   -29738.579 eV
Spin multiplicity   5
Highest occupied orbital energy (alpha / beta)   -17.2125 / -21.7526 eV

Geometry (Å):
O 4.0695 0.8368 -2.5189
C 3.0038 1.0069 -2.1967
Rh -1.0767 1.5156 -1.9248
O -0.7619 3.4919 -4.2052
C -1.0607 2.7742 -3.2966
C -3.0254 1.5838 -1.4944
O -4.1301 1.5806 -1.0772
C -0.6004 2.7247 -0.5863
O -0.0537 3.3608 0.2752
C -1.1243 0.0525 -3.1212
O -0.8460 -0.8751 -3.8018
N 2.0209 -1.5290 3.6080
C 1.8737 -0.6239 2.5457
O 2.5765 0.3003 2.3731
C 0.7046 -0.9230 1.5966
C -0.1174 -2.0174 1.8079
C -1.1636 -2.1578 0.8891
C -1.4009 -1.2307 -0.1483
N -0.6842 -0.0904 -0.2495
C 0.4312 -0.0144 0.5020
H 2.7814 -1.3155 4.2337
H 1.4274 -2.2932 3.8041
H 0.0493 -2.7029 2.6452
H -1.8378 -2.9611 0.9300
H -2.1769 -1.3158 -0.9122
H 1.1218 0.8223 0.3227

Cartesian forces, eV/Å:
O -1.1 0.2 0.3
C 0.9 -0.2 -0.3
Rh 0.0 -2.6 2.5
O -2.6 -4.9 6.4
C 3.2 6.4 -8.2
C -8.4 -0.1 3.1
O 6.9 0.1 -2.7
C 5.3 6.9 7.9
O -4.3 -4.6 -6.2
C 2.4 -7.6 -6.4
O -2.2 5.8 4.3
N 1.5 1.7 -0.3
C -5.9 -3.7 -2.7
O 3.3 3.3 0.3
C 2.6 -0.8 3.4
C -1.4 -0.2 -1.4
C 1.7 -1.7 2.9
C -0.5 3.3 -2.6
N 1.0 -0.2 -0.5
C -0.4 2.2 -1.5
H 0.7 -0.1 0.8
H -0.8 -1.1 0.5
H -0.6 0.0 -0.7
H -0.8 -1.1 0.3
H 0.1 -0.5 0.6
H -0.3 -0.5 0.1

=====

DFT (ωB97M-V/def2-TZVPD) results for a single C11H6O5S molecule in a non-equilibrium geometry.

SMILES   O=C1OC(=O)C(OC(=O)c2ccccc2)=C1S
LUMO level   -0.65 eV
Largest force on an atom   1.2 eV/Å
Calculated total energy   -32576.755 eV
Highest occupied orbital energy   -9.8439 eV

Geometry (Å):
O -4.5117 2.2969 1.0929
C -3.9845 1.3688 0.5991
O -4.4866 0.6367 -0.4531
C -3.3805 0.1450 -1.1300
O -3.3399 -0.1136 -2.2720
C -2.2756 0.1010 -0.1360
O -1.1089 -0.5874 -0.2854
C -0.0702 0.1882 -0.7587
O -0.2709 1.1935 -1.3660
C 1.2754 -0.3142 -0.4461
C 2.3214 0.1079 -1.2639
C 3.6240 -0.2990 -1.0149
C 3.8830 -1.1448 0.0561
C 2.8386 -1.5655 0.8700
C 1.5375 -1.1599 0.6251
C -2.6272 0.8224 0.9200
S -1.7821 1.1544 2.3798
H 2.1087 0.7637 -2.0898
H 4.4026 0.0678 -1.6608
H 4.8949 -1.4548 0.2497
H 3.0677 -2.2116 1.7012
H 0.7371 -1.4782 1.2716
H -2.8527 1.4827 3.1112

Cartesian forces, eV/Å:
O -0.8 0.4 0.5
C 0.7 -0.6 0.1
O -0.3 0.8 -0.6
C 0.8 -0.2 0.8
O -0.5 -0.5 -1.0
C 0.1 -0.1 0.3
O 0.1 0.1 0.1
C 0.2 0.2 -0.2
O -0.3 0.4 -0.1
C 0.3 -0.5 0.0
C 0.1 0.0 0.1
C -0.5 0.0 0.1
C -0.3 0.3 -0.2
C 0.3 0.0 0.0
C 0.1 0.0 0.0
C -0.5 -0.1 0.2
S 0.5 0.0 0.1
H -0.1 0.1 -0.1
H 0.3 -0.1 0.0
H 0.2 -0.1 0.1
H -0.1 -0.1 0.2
H -0.1 -0.1 0.1
H -0.2 0.1 -0.1

=====

Which formula does entry 1 have?
C11H4ClINO5Pd

=====

Number 4 is which compound?
C11H6N2O4Ti